# 1
DFT (wB97M-V/def2-TZVPD) results for C13H7Cl2LaN3O3Tm as an isolated structure.

Last column: Mulliken charge in e.
Positions of all 30 atoms, in Å:
Tm -0.12564 0.96341 -9.95882  2.12
La -0.13255 0.20890 -2.56163  1.63
Cl -0.82134 3.08966 -9.28749  -0.19
Cl 1.91608 -1.22328 -2.68854  -0.30
C -0.98870 -1.40056 -1.21884  0.22
C -0.64069 1.38206 -12.03556  -0.15
C 0.33766 -0.89548 -10.85977  -0.07
O -1.33270 -2.16507 -0.38761  0.02
O -0.95993 1.70516 -13.12006  0.14
O 0.61877 -1.96366 -11.22376  0.15
N -0.46056 1.42245 8.67873  -0.36
C -0.46351 1.09882 7.54932  -0.12
C -0.39082 0.71636 6.17134  0.43
C -1.35125 1.10660 5.22060  -0.82
C -1.17473 0.77951 3.87393  -0.47
C -0.04228 0.04610 3.50693  1.39
C 0.88011 -0.38998 4.46203  -0.36
C 0.71799 -0.03818 5.78333  -0.97
N 0.27644 -0.27134 2.15497  0.22
C 1.01309 -1.39684 1.80256  -0.30
C 1.17903 -1.36706 0.47958  -0.67
N 0.53837 -0.21685 -0.03851  -0.24
C 0.00124 0.39638 1.04033  -0.10
H -2.22093 1.68096 5.53606  0.47
H -1.90751 1.08475 3.13050  0.32
H 1.77097 -0.95116 4.17835  0.35
H 1.48297 -0.34827 6.49729  0.44
H 1.30580 -2.19774 2.48756  0.45
H 1.59407 -2.15334 -0.14427  0.39
H -0.61947 1.29767 0.97146  0.37

E_HOMO (spin up / spin down)	-0.6162 / -0.6162	hartree
M	631.963	g mol⁻¹
<S²>	2.003
Kohn-Sham gap (spin up / spin down)	1.17 / 1.21	eV
charge	+4
2S+1	3

***

# 2
DFT (wB97M-V/def2-TZVPD) results for C13H8AuN7O8 as an isolated structure.

Last column: Mulliken charge in e.
Positions of all 37 atoms, in Å:
Au -0.13216 -0.01421 -0.05209  1.04
O -0.24582 -0.69760 3.93806  -0.56
C -0.04619 -0.90708 2.77575  0.51
O -0.40293 -0.01840 1.85871  -0.64
C 0.64753 -2.19830 2.36341  0.41
C 0.96551 -3.05912 3.39649  -0.73
C 1.59674 -4.25452 3.12879  -0.41
C 1.95535 -4.61216 1.84035  -0.16
C 1.66039 -3.76217 0.80325  -0.34
C 0.96738 -2.52153 1.01739  0.64
O 0.67806 -1.77392 -0.02428  -0.81
N 2.11385 -4.21470 -0.55471  1.00
O 1.96228 -3.47224 -1.51032  -0.62
O 2.64634 -5.29541 -0.59454  -0.58
N 1.91001 -5.18401 4.25559  1.08
O 2.46625 -6.21354 3.94671  -0.58
O 1.58090 -4.81186 5.35721  -0.58
H 0.71593 -2.78890 4.41375  0.67
H 2.47055 -5.54169 1.64320  0.69
N -0.13006 1.30323 -3.85161  -0.10
C 0.45802 0.10672 -4.18048  -0.72
C 0.57766 -0.61249 -3.02732  -0.24
N 0.05888 0.15478 -2.01947  -0.13
C -0.36523 1.31570 -2.53586  0.71
C -0.91317 2.23926 -1.57404  0.56
N -0.92018 1.79883 -0.30835  -0.20
C -1.43647 2.77858 0.49220  -0.26
C -1.75133 3.83446 -0.31232  -0.62
N -1.41633 3.47745 -1.59426  -0.12
H -0.35821 2.02819 -4.51700  0.19
H 0.74000 -0.14507 -5.18856  0.42
H 0.97992 -1.59827 -2.84914  0.56
H -1.54800 2.65674 1.55718  0.52
H -2.18370 4.78971 -0.06805  0.41
H -1.55945 4.06495 -2.40339  0.19
O 3.19479 0.23391 0.61545  0.19
N 2.40073 0.84224 0.28465  0.60

E_HOMO (spin up / spin down)	-0.5557 / -0.5557	hartree
M	587.215	g mol⁻¹
Kohn-Sham gap (spin up / spin down)	4.02 / 4.03	eV
charge	+2
energy above the lowest of the compared OMol25 structures with the same formula, charge and spin	0.00	kcal/mol

***

# 3
DFT (wB97M-V/def2-TZVPD) results for one molecule with the formula C13H8Cl2N2O2.

Last column: Mulliken charge in e.
Positions of all 27 atoms, in Å:
O -2.23104 -2.43188 3.33072  -0.57
C -2.45323 -1.59739 2.19273  1.09
C -3.70333 -1.40120 1.65008  -0.82
C -3.65696 -0.74041 0.49963  -0.38
C -2.50063 -0.19697 -0.09681  0.15
O -2.55026 0.58592 -1.26723  -0.61
C -1.30493 -0.45917 0.46443  0.10
C -0.09858 -0.03128 0.00857  0.14
N 1.09136 -0.51471 0.42039  -0.65
C 2.10715 0.20006 -0.29535  0.32
C 3.55898 0.03778 -0.23828  0.08
Cl 4.22203 -1.17527 0.77773  -0.17
C 4.26834 0.84707 -1.18852  -0.28
C 3.66398 1.84440 -1.93956  0.09
Cl 4.68733 3.07963 -2.80380  -0.21
C 2.29731 1.84630 -2.09470  -0.72
C 1.52456 1.08048 -1.15595  0.40
N 0.17782 0.92992 -0.98188  -0.08
C -1.29055 -1.08456 1.60326  -0.34
H -1.27642 -2.45510 3.68624  0.34
H -4.71495 -1.79193 1.99293  0.32
H -4.64346 -0.70043 0.05816  0.34
H -3.40050 1.08994 -1.26585  0.31
H 5.38541 0.80422 -1.14189  0.32
H 1.78865 2.56031 -2.71884  0.38
H -0.52596 1.27807 -1.58629  0.19
H -0.42212 -1.60382 2.09007  0.27

E_HOMO	-0.3082	hartree
M	295.125	g mol⁻¹
Kohn-Sham gap	8.34	eV
charge	0
energy above the lowest of the compared OMol25 structures with the same formula, charge and spin	41.76	kcal/mol

***

# 4
DFT (wB97M-V/def2-TZVPD) results for one molecule with the formula C13H8ClNO3.

Last column: Mulliken charge in e.
Positions of all 26 atoms, in Å:
O -2.36586 -2.87284 4.32638  -0.60
C -1.49668 -3.30166 3.54217  0.38
O -1.11926 -4.54741 3.43660  -0.47
C -0.82699 -2.25677 2.69135  0.10
C -1.20377 -0.94604 2.65777  -0.87
C -0.44399 -0.42844 1.47200  0.98
O -0.55031 0.67137 0.71200  -0.53
C 0.26479 0.39535 -0.35392  0.36
C 0.47494 1.37523 -1.45680  0.67
C -0.36053 2.52400 -1.46385  -0.69
C -0.03463 3.51404 -2.43841  -0.37
C 0.93969 3.38421 -3.42323  0.12
Cl 1.23922 4.60676 -4.57577  -0.20
C 1.72426 2.26450 -3.33412  -0.47
C 1.47887 1.23973 -2.43299  -0.50
C 0.78696 -0.84539 -0.16082  -0.92
C 0.31393 -1.39887 0.92585  0.15
N 0.10800 -2.62265 1.65019  -0.11
H -1.77714 -5.11314 3.98478  0.39
H -1.94590 -0.49174 3.28954  0.43
H -1.08339 2.76268 -0.72206  0.44
H -0.61206 4.43357 -2.41194  0.34
H 2.55818 2.27091 -4.00417  0.39
H 2.11748 0.34669 -2.42240  0.29
H 1.40456 -1.39536 -0.81883  0.44
H 0.40964 -3.56874 1.33070  0.24

E_HOMO	-0.2837	hartree
M	261.664	g mol⁻¹
Kohn-Sham gap	7.83	eV
charge	0
energy above the lowest of the compared OMol25 structures with the same formula, charge and spin	23.03	kcal/mol

***

# 5
DFT (wB97M-V/def2-TZVPD) results for C13H8HgN3O4Se as an isolated structure.

Last column: Mulliken charge in e.
Positions of all 30 atoms, in Å:
Hg 1.42119 0.13742 1.63429  1.38
O -0.68201 -3.80811 2.26229  -0.47
C 0.04855 -2.72120 1.99195  0.16
O 0.24346 -1.84246 2.84173  -0.73
C 0.56980 -2.65409 0.64110  0.34
C 0.35809 -3.61247 -0.35892  -0.39
C 0.89807 -3.40125 -1.60727  -0.37
C 1.64912 -2.24305 -1.85398  -0.42
C 1.83388 -1.33829 -0.82376  0.38
N 1.30236 -1.54369 0.37643  -0.56
C 2.64807 -0.02337 -0.98463  0.29
O 3.10549 0.23962 -2.07320  -0.66
O 2.75764 0.68989 0.07481  -0.76
H -1.00912 -3.77914 3.17449  0.36
H -0.21423 -4.49520 -0.12307  0.46
H 0.73952 -4.11691 -2.40019  0.42
H 2.08161 -2.04145 -2.81860  0.53
Se -1.44373 1.60691 3.11267  0.34
N -0.33494 1.34132 1.69946  -0.64
C -0.78383 2.08792 0.65870  1.09
C -0.24218 2.12958 -0.62853  -0.44
C -0.80658 2.96437 -1.56385  -0.67
C -1.90453 3.77451 -1.24500  -0.46
C -2.47632 3.73625 0.00087  -0.67
C -1.93815 2.87562 0.97280  0.44
N -2.42454 2.73827 2.21018  -0.75
H 0.61412 1.52246 -0.87885  0.55
H -0.38914 2.99694 -2.55920  0.44
H -2.29759 4.43593 -2.00090  0.39
H -3.32406 4.34366 0.26818  0.43

E_HOMO (spin up / spin down)	-0.1902 / -0.3297	hartree
M	549.774	g mol⁻¹
<S²>	0.761
Kohn-Sham gap (spin up / spin down)	3.00 / 6.80	eV
charge	0
2S+1	2

***

# 6
DFT (wB97M-V/def2-TZVPD) results for C13H8N4OS4SbTa as an isolated structure.

Last column: Mulliken charge in e.
Positions of all 32 atoms, in Å:
Ta 0.99762 -0.31566 0.31685  1.26
S 4.75082 -2.40906 -2.72101  -0.43
Sb 3.70435 -3.27259 -0.97497  0.81
S 3.43679 -1.14842 0.58618  -0.29
S 2.01883 -1.92018 1.85199  -0.20
S 1.67458 4.27123 0.17144  -0.17
C 3.23826 3.58091 0.19783  -0.54
C 3.20711 2.22069 0.20793  -0.47
C 1.88598 1.68618 0.17410  -0.01
C 0.95484 2.71172 0.15277  0.14
C -0.46897 2.47265 0.08440  1.34
C -1.42984 3.48053 0.10814  -0.90
C -2.76610 3.14608 0.02234  -0.33
C -3.11900 1.80719 -0.10597  -0.81
C -2.12220 0.85765 -0.11165  0.04
N -0.82300 1.17094 -0.00608  -0.44
H 4.10777 4.21921 0.21736  0.47
H 4.10624 1.62229 0.21780  0.34
H -1.11118 4.51008 0.19231  0.36
H -3.52508 3.91597 0.05471  0.45
H -4.15158 1.50491 -0.19956  0.41
H -2.36190 -0.19044 -0.20413  0.45
N -2.43762 -3.08415 1.03512  -0.38
C -1.31547 -2.72087 0.41586  1.13
O -0.81940 -1.57086 0.65661  -0.83
C -0.71602 -3.60874 -0.52443  0.08
C 0.43566 -3.14369 -1.10077  0.73
N 1.37331 -2.54847 -1.47214  -0.94
C -1.28987 -4.86476 -0.84192  -0.35
N -1.78679 -5.88274 -1.04691  -0.40
H -2.83804 -3.99653 0.88087  0.20
H -2.81013 -2.50107 1.76495  0.27

E_HOMO (spin up / spin down)	-0.4154 / -0.4219	hartree
M	667.210	g mol⁻¹
<S²>	0.756
Kohn-Sham gap (spin up / spin down)	6.45 / 6.87	eV
charge	+1
energy above the lowest of the compared OMol25 structures with the same formula, charge and spin	57.95	kcal/mol
2S+1	2